Record 1
16
Properties=species:S:1:pos:R:3:mulliken_charge:R:1 method="wB97M-V/def2-TZVPD" e_homo_ev=-8.8 orbital_gap_ev=8.463 e_lumo_ha=-0.0120 smiles="S=C[C@@]12CNC[C@@H]1N2" e_above_lowest_kcal_mol=54.9 e_tot_ev=-19128.039
S -0.6917 2.1872 1.4834 -0.249
C 0.1132 0.7767 1.3030 -0.631
C 0.0204 -0.2417 0.2243 0.924
C -0.8942 -0.0815 -0.9969 -0.691
N -0.4464 -1.1485 -1.8750 -0.415
C 1.0020 -1.2578 -1.7686 -0.591
C 1.2370 -0.9378 -0.2732 -0.307
N 0.2819 -1.6522 0.5715 -0.631
H 0.7934 0.4945 2.1213 0.251
H -0.6757 0.9120 -1.4528 0.344
H -1.9354 -0.1617 -0.7924 0.377
H -0.7290 -0.9754 -2.8433 0.245
H 1.5830 -0.4322 -2.2673 0.278
H 1.4501 -2.2519 -2.1070 0.349
H 2.1893 -0.8132 0.2354 0.437
H 0.6725 -1.7098 1.5650 0.309

=====

Record 2
7
Properties=species:S:1:pos:R:3:mulliken_charge:R:1 method="wB97M-V/def2-TZVPD" e_homo_ev="-8.8 / -8.8" orbital_gap_ev="7.560 / 7.559" e_lumo_ha="-0.0441 / -0.0441" e_above_lowest_kcal_mol=114.1 e_tot_ev=-18505.871
C -1.4785 -0.2989 0.0769 0.604
C -0.3587 0.5020 0.2882 0.039
N 0.3468 -0.6478 0.2858 -0.144
O -2.1339 -1.1564 -0.2972 -0.181
O 1.6431 -0.6978 -0.1092 -0.354
S -0.2163 2.1542 0.1103 -0.322
H 2.1975 0.1448 -0.3548 0.358

=====

Record 3
71
Properties=species:S:1:pos:R:3:mulliken_charge:R:1 method="wB97M-V/def2-TZVPD" e_homo_ev="-19.1 / -19.1" total_charge=+4 orbital_gap_ev="5.189 / 5.195" e_lumo_ha="-0.5125 / -0.5123" e_above_lowest_kcal_mol=0.0 e_tot_ev=-74048.556
Ta 0.4299 0.0689 -0.8611 0.804
N 2.3153 -0.8949 1.7330 0.159
P 0.6309 -0.7372 1.7547 0.865
C 0.3280 0.1949 3.2500 0.728
C 1.2544 1.1436 3.6994 -0.305
C 1.0484 1.7671 4.9188 -0.767
C -0.0822 1.4695 5.6716 -0.562
C -1.0142 0.5459 5.2123 -0.708
C -0.8184 -0.0926 3.9992 -0.569
C -0.0404 -2.3849 2.0294 0.618
C 0.7293 -3.2865 2.7741 -0.655
C 0.2116 -4.5276 3.1037 -0.871
C -1.0788 -4.8715 2.7178 -0.615
C -1.8625 -3.9648 2.0174 -0.866
C -1.3456 -2.7243 1.6746 -0.151
C 3.1592 -0.5702 0.7146 0.577
C 4.5439 -0.7015 0.8775 -1.080
C 5.3819 -0.3038 -0.1303 -0.335
C 4.8424 0.2445 -1.3090 -0.895
C 3.4933 0.3289 -1.4231 -0.089
N 2.6259 -0.0894 -0.4341 -0.013
H 2.7653 -1.1487 2.6050 0.442
H 2.1334 1.3935 3.1173 0.419
H 1.7742 2.4801 5.2859 0.458
H -0.2364 1.9618 6.6226 0.447
H -1.8842 0.3087 5.8093 0.468
H -1.5340 -0.8312 3.6595 0.410
H 1.7273 -3.0356 3.1094 0.273
H 0.8105 -5.2249 3.6740 0.458
H -1.4774 -5.8430 2.9778 0.454
H -2.8801 -4.2220 1.7553 0.469
H -1.9878 -2.0045 1.1870 0.611
H 4.9346 -1.1043 1.8027 0.505
H 6.4541 -0.3986 -0.0122 0.484
H 5.4788 0.5955 -2.1085 0.497
H 3.0410 0.7573 -2.3060 0.465
C 0.4114 3.1916 -0.2218 -1.524
C -1.0289 2.7866 -0.2440 1.123
C -2.0711 3.6630 0.0662 -1.037
C -3.3705 3.2104 0.0545 -0.720
C -3.6426 1.8662 -0.2911 0.628
C -4.9583 1.3326 -0.3645 -0.740
C -5.1814 0.0190 -0.7477 -0.941
C -4.1097 -0.8024 -1.0658 -0.501
C -2.7936 -0.3094 -0.9963 0.476
S -1.4826 -1.3025 -1.4236 -0.022
C -2.5590 1.0390 -0.5991 0.259
N -1.2759 1.5036 -0.5583 0.088
H 0.5245 4.2740 -0.1909 0.547
H 0.9289 2.8441 -1.1276 0.326
H 0.9123 2.8008 0.6739 0.302
H -1.8414 4.6888 0.3210 0.605
H -4.1865 3.8785 0.3062 0.529
H -5.7977 1.9742 -0.1224 0.506
H -6.1911 -0.3646 -0.8068 0.469
H -4.2791 -1.8250 -1.3818 0.608
C -0.9508 1.5966 -6.0407 -1.189
C 0.2232 1.8604 -5.0841 -0.410
C 0.6832 0.6183 -4.4078 0.172
N 0.6752 0.3901 -3.1335 0.221
N 1.1506 -0.8524 -2.7638 -0.001
C 1.5049 -1.6082 -3.7946 0.350
N 1.9722 -2.8396 -3.7199 -0.356
S 1.2875 -0.7517 -5.2922 -0.033
H -1.2155 2.5238 -6.5438 0.378
H -1.8294 1.2349 -5.5064 0.321
H -0.6885 0.8709 -6.8111 0.430
H -0.0492 2.5854 -4.3165 0.215
H 1.0603 2.2773 -5.6504 0.352
H 2.0495 -3.3222 -2.8372 0.194
H 2.2473 -3.3505 -4.5477 0.244

=====

Record 4
19
Properties=species:S:1:pos:R:3:mulliken_charge:R:1 method="wB97M-V/def2-TZVPD" e_homo_ev=-8.4 orbital_gap_ev=9.001 e_lumo_ha=0.0211 e_above_lowest_kcal_mol=29.6 e_tot_ev=-39897.578
C 1.6898 0.1873 1.2385 -0.095
C 0.0011 -2.7436 0.4929 -1.013
C 0.4737 2.6602 0.2930 -0.925
C -1.5105 -0.3046 -1.9284 -0.770
C -0.0865 0.1011 0.4692 -0.036
O 2.6594 -0.2361 0.6921 -0.411
S -1.0248 -1.2969 1.0504 -0.053
S -0.8059 1.6322 1.1132 -0.025
S 0.2200 0.0212 -1.3093 -0.044
H 1.5259 0.6949 2.2243 0.412
H 0.0426 -2.6103 -0.5295 0.333
H -0.5586 -3.5095 0.7912 0.452
H 0.8344 -2.6657 1.0113 0.317
H 0.1793 3.7366 0.4895 0.356
H 0.2889 2.6583 -0.7153 0.341
H 1.5418 2.4874 0.5395 0.304
H -1.3696 -0.1639 -3.0001 0.361
H -2.2238 0.5280 -1.4532 0.205
H -1.8774 -1.1767 -1.4694 0.293